{"formula": "C19H24BN6O4OsS4", "method": "ωB97M-V with the def2-TZVPD basis set", "e_above_lowest_kj_mol": 46.2, "multiplicity": 5, "homo_lumo_gap_ev": [7.303, 5.896], "e_lumo_ev": [-2.97, -5.04], "total_charge": 1, "s_squared": 6.026, "elements": ["Os", "C", "N", "C", "C", "N", "B", "N", "C", "C", "N", "C", "C", "S", "C", "S", "H", "H", "H", "H", "H", "H", "H", "H", "H", "H", "H", "H", "O", "S", "O", "O", "S", "C", "N", "N", "C", "O", "C", "C", "C", "C", "C", "C", "C", "C", "C", "H", "H", "H", "H", "H", "H", "H", "H", "H", "H", "H", "H"], "positions_angstrom": [[0.8092, -0.0788, 0.0467], [1.0062, 2.6716, -3.6365], [-0.0815, 1.7362, -3.5500], [-0.5585, 1.0268, -4.6089], [-1.6593, 0.3509, -4.1786], [-1.8591, 0.6376, -2.8685], [-3.1995, 0.3451, -2.1627], [-3.0325, -0.2231, -0.7298], [-4.0215, -0.0783, 0.1928], [-3.7823, -0.9298, 1.2248], [-2.6341, -1.6007, 0.9279], [-2.0858, -2.6876, 1.6874], [-2.1779, -1.1310, -0.2554], [-0.6970, -1.6652, -0.9878], [-0.8752, 1.4690, -2.4875], [-0.6408, 2.0721, -0.9039], [1.7755, 2.2676, -4.2940], [1.4500, 2.8671, -2.6605], [0.6384, 3.6121, -4.0525], [-0.0940, 1.0561, -5.5724], [-2.3245, -0.2876, -4.7196], [-3.7677, -0.4878, -2.7892], [-3.7959, 1.3690, -2.0905], [-4.8249, 0.6109, 0.0413], [-4.3296, -1.1031, 2.1275], [-2.1590, -2.4650, 2.7502], [-1.0424, -2.8220, 1.4086], [-2.6341, -3.6065, 1.4679], [1.8476, 0.4833, -1.5013], [3.0021, 1.2833, -0.8756], [4.2315, 0.5722, -1.0269], [2.9411, 2.6557, -1.2641], [2.4544, 1.1538, 1.1099], [3.4873, -3.3165, 3.8350], [2.2774, -2.5532, 3.7272], [1.8396, -2.0422, 2.5371], [0.7606, -1.2254, 2.7785], [0.0682, -0.6701, 1.8607], [0.5505, -1.2467, 4.1683], [1.5165, -2.0638, 4.7204], [1.7317, -2.4299, 6.1374], [2.1643, -2.6415, 1.2825], [3.0602, -2.0413, 0.3976], [3.2777, -2.6168, -0.8489], [2.6361, -3.7962, -1.1927], [1.7813, -4.4096, -0.2900], [1.5386, -3.8383, 0.9455], [3.8859, -3.4920, 2.8384], [3.2945, -4.2787, 4.3124], [4.2320, -2.7733, 4.4203], [-0.2078, -0.7037, 4.6896], [0.9265, -2.0264, 6.7445], [2.6785, -2.0358, 6.5037], [1.7595, -3.5123, 6.2576], [3.6377, -1.1839, 0.7104], [3.9584, -2.1377, -1.5333], [2.8092, -4.2522, -2.1557], [1.3008, -5.3393, -0.5444], [0.8670, -4.3156, 1.6428]], "forces_ev_per_angstrom": [[-2.2, -0.2, 0.7], [0.5, 0.6, 0.1], [-0.5, -0.7, 0.2], [-0.4, -0.3, -0.2], [0.3, 0.0, -0.5], [0.6, 0.3, -0.1], [0.0, 0.2, -0.1], [0.5, -0.5, 0.5], [-0.2, -0.1, 0.4], [-0.4, 0.3, -0.1], [0.1, 0.5, -0.5], [0.2, -0.5, 0.2], [0.0, -0.1, -0.1], [0.6, 0.1, -0.2], [0.0, 0.3, 0.4], [0.0, -0.1, 0.7], [-0.1, 0.0, 0.0], [-0.3, -0.1, -0.2], [0.1, -0.1, 0.0], [0.1, 0.1, -0.2], [-0.1, -0.2, -0.1], [-0.2, -0.2, -0.3], [-0.3, 0.2, 0.2], [-0.2, 0.1, 0.0], [-0.1, -0.1, 0.2], [0.0, 0.0, 0.0], [-0.1, 0.0, 0.0], [0.0, 0.1, 0.1], [-0.1, -0.6, -0.5], [1.9, 1.5, 0.1], [-0.1, -0.2, -0.2], [0.1, -0.3, 0.0], [-0.4, 0.1, 0.0], [0.6, -0.3, 0.1], [-0.5, 0.1, 0.3], [-0.2, 0.6, -0.2], [0.7, -0.9, 1.1], [0.1, 0.7, -1.0], [0.1, 0.2, -0.4], [-0.2, -0.1, -0.4], [0.2, 0.0, 0.1], [0.1, -0.5, -0.5], [0.2, -0.3, 0.4], [0.0, 0.0, 0.1], [0.0, 0.1, 0.0], [0.0, -0.1, 0.0], [0.1, 0.2, 0.0], [0.0, 0.0, 0.1], [0.0, 0.1, -0.1], [0.0, 0.0, -0.1], [-0.2, 0.1, 0.1], [0.0, 0.0, 0.0], [0.1, 0.1, 0.1], [0.0, 0.0, 0.0], [-0.1, 0.0, -0.1], [0.1, 0.1, -0.1], [0.0, 0.0, -0.1], [-0.1, -0.1, -0.1], [-0.1, 0.0, 0.1]], "lowdin_charge": [1.158, -0.014, -0.105, -0.015, -0.038, -0.025, -0.444, 0.001, -0.024, -0.012, -0.112, -0.021, -0.657, 0.687, -0.712, 0.721, 0.110, 0.040, 0.112, 0.131, 0.127, 0.087, 0.088, 0.133, 0.131, 0.104, 0.037, 0.113, -0.595, 0.145, -0.309, -0.318, 0.466, 0.034, -0.043, 0.059, -0.416, -0.253, 0.088, -0.231, 0.012, -0.261, -0.090, -0.046, -0.044, -0.059, -0.028, 0.100, 0.109, 0.111, 0.128, 0.096, 0.100, 0.097, 0.072, 0.118, 0.119, 0.116, 0.126]}

***

{"formula": "C12H24CoI2O12", "method": "ωB97M-V with the def2-TZVPD basis set", "e_above_lowest_kj_mol": 0.0, "multiplicity": 4, "homo_lumo_gap_ev": [7.759, 7.747], "e_lumo_ev": [0.20, 0.20], "total_charge": 0, "s_squared": 3.756, "elements": ["Co", "I", "I", "C", "O", "C", "O", "O", "C", "H", "H", "H", "H", "H", "H", "C", "O", "C", "O", "O", "C", "H", "H", "H", "H", "H", "H", "C", "O", "C", "O", "O", "C", "H", "H", "H", "H", "H", "H", "C", "O", "C", "O", "O", "C", "H", "H", "H", "H", "H", "H"], "positions_angstrom": [[1.5593, 0.6507, -0.1293], [2.7355, 3.0480, 0.3798], [3.5893, -1.0663, -0.9588], [-1.2038, 0.1954, -3.4295], [0.1162, 0.2217, -3.9500], [1.0762, 0.8950, -3.3489], [1.0252, 1.3261, -2.2258], [2.0756, 1.0034, -4.1879], [3.2957, 1.6036, -3.7189], [-1.5352, -0.8396, -3.4683], [-1.8370, 0.8747, -3.9926], [-1.2368, 0.4693, -2.3724], [3.9307, 1.5661, -4.6024], [3.8168, 1.0361, -2.9503], [3.0621, 2.6194, -3.4078], [1.2036, -2.7268, 2.2473], [0.9295, -1.7557, 3.2651], [0.9898, -0.4852, 2.9313], [1.2233, -0.0445, 1.8286], [0.6945, 0.2496, 3.9803], [0.6858, 1.6729, 3.8410], [1.5442, -2.3114, 1.3021], [0.3130, -3.3469, 2.1531], [1.9789, -3.3878, 2.6353], [0.3163, 1.8828, 2.8385], [1.6585, 2.1473, 3.9667], [0.0544, 2.0831, 4.6247], [-3.2643, 1.0734, 2.1967], [-2.0662, 0.7667, 1.4794], [-1.3872, 1.7292, 0.8959], [-0.4397, 1.5661, 0.1758], [-1.8344, 2.9405, 1.2047], [-1.0060, 4.0314, 0.8116], [-4.0537, 1.5602, 1.6160], [-3.0403, 1.8514, 2.9286], [-3.6163, 0.1126, 2.5517], [-0.0270, 4.0438, 1.2916], [-1.5547, 4.9405, 1.0426], [-0.7728, 4.0178, -0.2540], [-2.4628, -3.2675, 0.3574], [-1.7549, -2.0561, 0.0946], [-0.6452, -2.0873, -0.6120], [0.0993, -1.1585, -0.6814], [-0.3754, -3.3000, -1.1030], [0.7314, -3.3611, -2.0053], [-1.8203, -3.9026, 0.9787], [-2.5433, -3.9146, -0.5162], [-3.4036, -3.0720, 0.8532], [1.6662, -3.1914, -1.4585], [0.6948, -2.5315, -2.7101], [0.8149, -4.3722, -2.3890]], "forces_ev_per_angstrom": [[0.2, 0.3, -0.7], [-0.2, -0.5, 0.0], [-0.4, 0.3, 0.4], [0.0, -0.1, 1.1], [-0.4, -0.3, -0.8], [0.3, -0.2, -0.1], [0.0, 0.3, 0.8], [0.2, -0.5, 0.0], [0.2, 0.2, -0.5], [-0.2, 0.0, -0.4], [0.0, -0.1, -0.2], [0.3, 0.2, -0.1], [0.0, 0.4, 0.0], [-0.5, -0.1, 0.2], [0.3, 0.0, 0.1], [0.2, -0.8, 0.2], [0.1, 0.0, 0.0], [-0.2, 0.4, -0.3], [0.2, -0.1, 0.1], [0.2, -0.1, 1.0], [-0.1, 0.3, -0.5], [-0.2, 0.3, 0.1], [-0.1, 0.2, -0.3], [0.1, 0.2, 0.0], [0.0, 0.4, 0.2], [0.2, -0.5, -0.2], [-0.3, -0.3, -0.1], [-0.2, 0.9, 0.1], [-0.1, -0.5, -0.6], [-0.1, 1.0, 0.3], [0.5, -0.7, -0.3], [-0.3, -0.1, 0.4], [0.5, 0.9, -0.7], [0.3, -0.4, -0.6], [0.0, -0.6, 0.6], [0.0, 0.2, 0.4], [-0.2, -0.3, 0.3], [-0.1, -0.1, 0.1], [-0.3, -0.2, 0.0], [1.2, -1.4, 0.0], [-1.0, 0.4, 0.2], [0.6, -1.5, 0.6], [0.4, 1.2, -0.5], [-0.7, 0.1, -0.2], [1.5, 0.4, 0.6], [-0.2, 0.3, 0.5], [-0.6, 0.6, -0.3], [0.0, 0.4, -0.1], [-0.2, 0.1, 0.1], [-0.2, -0.4, -0.4], [-0.6, 0.1, -0.4]], "lowdin_charge": [0.159, 0.068, 0.158, -0.023, 0.021, -0.625, 0.003, 0.019, -0.035, 0.095, 0.099, 0.081, 0.096, 0.001, 0.094, 0.000, 0.048, -0.572, -0.001, 0.038, -0.004, 0.052, 0.090, 0.104, 0.066, 0.101, 0.100, -0.015, 0.027, -0.608, 0.029, -0.008, -0.042, 0.101, 0.099, 0.100, 0.031, 0.098, 0.097, -0.024, 0.025, -0.621, 0.052, -0.019, -0.037, 0.091, 0.097, 0.097, 0.001, 0.094, 0.100]}

***

{"formula": "C7H8O", "method": "ωB97M-V with the def2-TZVPD basis set", "e_above_lowest_kj_mol": 580.8, "smiles": "C1[C@@H]2[C@H]3O[C@H]4[C@@H]2[C@H]4[C@@H]13", "homo_lumo_gap_ev": 10.097, "e_lumo_ev": 1.02, "total_charge": 0, "elements": ["C", "C", "C", "C", "C", "C", "C", "H", "H", "H", "H", "H", "H", "H", "H", "O"], "positions_angstrom": [[0.0654, 1.0498, -1.1249], [-0.7831, -0.1984, -0.8861], [-1.1693, 0.3214, 0.5166], [0.2319, -1.1164, 0.9744], [0.3072, -1.0412, -0.5106], [1.1541, -0.2238, 0.4990], [0.2136, 1.0535, 0.4999], [-0.6099, 1.8138, -1.4165], [0.8981, 1.2627, -1.8571], [-1.6576, -0.5299, -1.3617], [-1.8911, 0.9991, 0.7890], [0.5174, -2.0055, 1.3582], [0.5651, -2.2601, -0.7732], [2.2322, -0.3865, 0.5035], [0.8413, 1.8357, 1.2472], [-0.9155, -0.5740, 1.5423]], "forces_ev_per_angstrom": [[-1.1, 3.6, -0.1], [-0.1, 1.7, 0.1], [3.9, 1.4, 1.8], [-1.8, -2.8, 2.5], [2.1, -7.2, 1.3], [0.7, 1.9, -2.0], [4.7, 1.7, -2.3], [-0.9, 1.4, -0.2], [-0.4, -1.4, 1.1], [-0.5, -0.5, -1.7], [-2.4, 1.2, -0.1], [0.6, -2.7, 1.8], [-0.6, 4.1, -0.2], [-0.3, 0.8, 0.4], [-2.6, -1.5, -2.2], [-1.2, -1.7, -0.3]], "lowdin_charge": [-0.088, -0.192, -0.218, -0.352, -0.147, -0.122, -0.080, 0.074, 0.134, 0.138, 0.139, 0.123, 0.220, 0.152, 0.198, 0.023]}